# C20H34O15S

4 unconnected molecules or ions with the total composition C20H34O15S in a non-equilibrium geometry (ωB97M-V with the def2-TZVPD basis set, the OMol25 dataset).

Output
energy above the lowest of the compared OMol25 structures with the same formula, charge and spin: 67.9 kcal per mole
E_LUMO: 0.35 eV
frontier orbital gap: 9.7 eV
E_tot: -2309.21540 hartree
multiplicity: 1
E_HOMO: -9.4 eV
SMILES: CCOCCOCCOC(=O)C[SH](=O)=O.C[C@@H]1COC(=O)O1.C[C@@H]1COC(=O)O1.C[C@@H]1COC(=O)O1

Each line ends with the natural charge from an NBO analysis.
Positions of all 70 atoms, in Å:
H (-4.624, 2.745, -0.217)  0.243
H (-1.791, -1.439, -0.364)  0.272
H (5.201, 3.166, 3.096)  0.186
H (0.008, -4.920, 1.351)  0.216
C (3.777, 4.155, 4.413)  0.063
H (3.668, 4.305, 5.489)  0.183
C (-5.675, 2.928, -0.048)  -0.635
H (3.073, -1.421, -0.510)  0.161
O (-7.921, 5.431, -1.492)  -0.497
H (1.480, 0.212, 1.835)  0.205
O (-1.886, 0.131, 2.242)  -0.909
C (-1.053, 0.538, -0.751)  0.806
O (3.344, 0.141, 0.864)  -0.527
H (1.884, -6.683, -4.090)  0.187
H (3.829, -2.449, 2.168)  0.190
C (4.869, 3.147, 4.137)  -0.093
O (-0.173, 0.882, 0.191)  -0.514
H (4.552, -1.357, 0.353)  0.190
C (1.423, -3.600, 0.374)  -0.065
C (2.877, 2.103, 4.117)  0.971
C (0.458, -3.954, 1.515)  -0.646
C (-6.181, 4.044, -0.944)  0.063
C (3.021, -2.257, 1.478)  -0.100
H (-7.940, 4.389, 0.288)  0.182
H (-6.813, 5.767, 0.239)  0.203
C (-2.137, -0.415, -0.349)  -0.780
H (3.354, 5.502, 2.782)  0.238
H (1.122, -4.578, -7.091)  0.226
H (0.146, -5.855, -6.386)  0.239
O (0.092, -4.623, -4.210)  -0.490
O (1.645, -5.160, -2.719)  -0.492
O (2.758, -3.485, 0.810)  -0.533
O (-1.015, 0.955, -1.866)  -0.542
H (-3.666, -1.089, 1.532)  -0.011
C (1.110, -5.354, -6.328)  -0.636
O (2.069, 1.243, 4.019)  -0.571
O (-0.369, -4.438, -2.019)  -0.590
H (-2.928, -0.315, -1.073)  0.271
C (3.933, 5.487, 3.703)  -0.635
O (2.620, 3.426, 3.958)  -0.497
C (-7.804, 4.487, -2.460)  0.968
H (-0.351, -3.238, 1.539)  0.196
O (-6.901, 3.546, -2.094)  -0.497
C (2.041, 0.669, 1.036)  -0.089
O (-8.415, 4.482, -3.476)  -0.573
H (1.898, -6.064, -6.577)  0.219
H (-6.205, 1.999, -0.247)  0.232
C (3.489, -1.210, 0.466)  -0.088
O (4.192, 1.906, 4.377)  -0.491
S (-2.877, -0.029, 1.230)  2.037
C (-7.230, 4.942, -0.332)  -0.093
H (1.072, -2.709, -0.142)  0.144
H (-5.347, 4.643, -1.315)  0.181
C (0.387, -4.710, -2.898)  0.974
H (1.279, -0.140, -0.853)  0.179
C (1.214, 0.741, -0.233)  -0.088
H (4.979, 5.689, 3.472)  0.218
H (-5.789, 3.187, 1.005)  0.219
H (3.577, 6.305, 4.326)  0.224
H (0.969, -3.913, 2.462)  0.219
H (1.406, -4.404, -0.335)  0.205
H (5.728, 3.248, 4.795)  0.205
H (1.774, -3.768, -5.024)  0.186
H (3.196, -5.480, -4.075)  0.209
H (1.467, 1.605, -0.825)  0.194
H (2.160, -1.949, 2.057)  0.177
C (2.122, -5.621, -3.995)  -0.092
O (-3.753, 1.087, 0.999)  -0.962
H (2.190, 1.690, 1.353)  0.189
C (1.326, -4.761, -4.949)  0.063

# C9H9N3

A single C9H9N3 molecule in a non-equilibrium geometry (ωB97M-V with the def2-TZVPD basis set, the OMol25 dataset).

Output
energy above the lowest of the compared OMol25 structures with the same formula, charge and spin: 94.5 kcal per mole
E_LUMO: 0.49 eV
frontier orbital gap: 11.7 eV
E_tot: -512.50422 hartree
multiplicity: 1
E_HOMO: -11.2 eV
SMILES: C[C@](C#N)(C(C#N)C#N)C1CC1

Each line ends with the natural charge from an NBO analysis.
Positions of all 21 atoms, in Å:
H (2.804, -0.316, -0.618)  0.228
H (-1.066, 0.922, 2.190)  0.244
C (-1.057, -2.087, -0.635)  0.276
C (0.848, -0.304, 0.356)  -0.296
H (1.865, 1.224, -0.967)  0.242
C (-0.634, -0.476, -2.307)  0.273
H (-2.314, -0.364, -1.026)  0.289
H (2.616, -0.134, 1.891)  0.244
C (-1.493, 0.293, 1.291)  -0.602
N (-0.498, 2.748, -0.661)  -0.301
C (1.847, 0.451, 1.161)  -0.406
H (1.408, 1.487, 1.579)  0.228
H (0.833, -1.330, 0.324)  0.242
H (-2.376, 0.723, 0.954)  0.215
H (-1.712, -0.687, 1.679)  0.224
C (-0.485, 1.625, -0.389)  0.268
C (-0.538, 0.172, 0.102)  -0.043
N (-0.011, -0.470, -3.301)  -0.249
N (-0.718, -3.111, -0.286)  -0.254
C (1.999, 0.360, -0.315)  -0.416
C (-1.319, -0.726, -1.019)  -0.406